Formula: C5H12O2
Source: the Open Molecules 2025 dataset
Level of theory: ωB97M-V/def2-TZVPD

The SMILES is COC(C)(C)OC. The gap between HOMO and LUMO comes out at 10.64 eV. The calculation puts the energy at -348.09985 hartree.

Each atom is followed by the atoms it is bonded to, with distances in Å.
Positions of all 19 atoms, in Å:
1 O -0.050 -1.458 -0.495  C4 1.477, C7 1.431
2 O 1.224 0.474 -0.404  C5 1.438, C7 1.410
3 C -1.266 0.504 0.105  C7 1.549, H10 1.122, H12 1.096, H19 1.173
4 C -0.461 -1.550 -1.911  O1 1.477, H8 1.163, H9 1.115, H17 1.094
5 C 1.332 1.812 0.113  O2 1.438, H13 1.185, H15 1.137, H16 1.133
6 C 0.379 -0.763 1.615  C7 1.589, H11 1.159, H14 1.129, H18 1.208
7 C 0.116 -0.194 0.154  O1 1.431, O2 1.410, C3 1.549, C6 1.589
8 H -1.621 -1.559 -1.824  C4 1.163
9 H -0.074 -0.854 -2.693  C4 1.115
10 H -1.713 0.960 -0.818  C3 1.122
11 H -0.635 -1.180 1.990  C6 1.159
12 H -1.947 -0.152 0.660  C3 1.096
13 H 1.524 1.889 1.280  C5 1.185
14 H 1.049 -1.671 1.629  C6 1.129
15 H 0.474 2.551 0.011  C5 1.137
16 H 2.294 2.188 -0.351  C5 1.133
17 H -0.184 -2.576 -2.169  C4 1.094
18 H 0.779 0.071 2.392  C6 1.208
19 H -1.221 1.506 0.716  C3 1.173

Electronic structure analysis, Mulliken charges in units of e: O -0.3948; O -0.3797; C -1.3777; C -0.7019; C -0.6891; C -1.0703; C 1.1123; H 0.2661; H 0.2514; H 0.3358; H 0.2685; H 0.3715; H 0.2406; H 0.3261; H 0.2583; H 0.2843; H 0.2717; H 0.2288; H 0.3981

Formula: C3H10O
Source: the Open Molecules 2025 dataset
Level of theory: ωB97M-V/def2-TZVPD

The SMILES is CC.CO. The gap between HOMO and LUMO comes out at 11.28 eV. The calculation puts the energy at -195.49202 hartree.

Each atom is followed by the atoms it is bonded to, with distances in Å.
Positions of all 14 atoms, in Å:
1 O -0.412 -2.241 -0.260  C3 1.439, H8 0.962
2 C 1.371 0.836 0.603  C4 1.546, H9 1.091, H10 1.077, H11 1.093
3 C -1.826 -1.987 -0.347  O1 1.439, H5 1.088, H7 1.088, H14 1.092
4 C 0.782 2.047 -0.157  C2 1.546, H6 1.075, H12 1.096, H13 1.086
5 H -2.185 -2.051 -1.372  C3 1.088
6 H 1.309 2.154 -1.088  C4 1.075
7 H -2.175 -1.073 0.129  C3 1.088
8 H 0.042 -1.455 0.058  O1 0.962
9 H 2.160 0.454 -0.047  C2 1.091
10 H 0.718 0.061 0.967  C2 1.077
11 H 1.988 1.283 1.387  C2 1.093
12 H -0.233 1.866 -0.531  C4 1.096
13 H 0.668 2.946 0.442  C4 1.086
14 H -2.208 -2.840 0.217  C3 1.092

Electronic structure analysis, Mulliken charges in units of e: O -0.4925; C -0.8000; C -0.5250; C -0.8010; H 0.2349; H 0.2624; H 0.2591; H 0.2599; H 0.3135; H 0.2004; H 0.3094; H 0.2458; H 0.2990; H 0.2342

Formula: C34H51F2N16O6S2
Source: the Open Molecules 2025 dataset
Level of theory: ωB97M-V/def2-TZVPD

The gap between HOMO and LUMO comes out at 7.00 eV. The calculation puts the energy at -3649.05163 hartree. As for the net charge: -1.

Each atom is followed by the atoms it is bonded to, with distances in Å.
Positions of all 111 atoms, in Å:
1 S 4.058 2.431 -3.015  O6 1.563, O9 1.570, N22 1.761, N23 1.770
2 S 3.395 0.084 -1.439  O5 1.579, O10 1.547, N22 1.746, C59 1.911
3 F 4.840 6.334 -3.934  C48 1.511
4 F 2.775 3.986 -6.021  C35 1.511
5 O 2.156 -0.882 -1.595  S2 1.579
6 O 5.393 2.518 -2.208  S1 1.563
7 O 1.202 3.536 -4.217  C35 1.358
8 O 5.646 4.253 -4.879  C48 1.354
9 O 4.219 1.612 -4.344  S1 1.570
10 O 4.653 -0.469 -2.150  S2 1.547
11 N 1.642 -1.065 -8.185  C42 1.261
12 N 4.926 -6.391 0.478  C52 1.261
13 N 9.650 7.284 -1.939  C39 1.261
14 N -1.041 -0.793 5.454  C60 1.261
15 N -1.051 0.887 -3.085  C31 1.261
16 N -7.689 -0.303 13.303  C50 1.261
17 N -5.880 0.993 8.484  C55 1.261
18 N 0.027 -3.451 -13.556  C47 1.261
19 N 1.749 -6.072 -9.230  C58 1.261
20 N -5.979 3.638 5.808  C54 1.261
21 N 5.693 -1.402 2.323  C38 1.261
22 N 2.856 1.650 -1.991  S1 1.761, S2 1.746
23 N 3.544 4.065 -3.465  S1 1.770, C35 1.531, C48 1.532
24 N -0.691 3.257 -8.588  C33 1.261
25 N -5.233 -1.802 3.872  C27 1.261
26 N -8.198 -5.922 13.867  C34 1.261
27 C -5.151 -0.790 4.621  N25 1.261, C49 1.520
28 C 1.432 0.194 3.473  C43 1.665, H65 1.184, H94 1.192, H108 1.181
29 C -8.354 -0.033 9.232  C55 1.520, H83 1.093, H97 1.094, H99 1.094
30 C 2.517 0.839 1.145  C43 1.639, C59 1.639, H74 1.194, H81 1.183
31 C -1.376 1.429 -4.176  N15 1.261, C53 1.520
32 C -7.897 -3.603 15.372  C34 1.520, H69 1.094, H75 1.093, H103 1.094
33 C 0.295 3.900 -9.039  N24 1.261, C44 1.520
34 C -8.062 -4.871 14.550  N26 1.261, C32 1.520
35 C 2.479 3.860 -4.545  F4 1.511, O7 1.358, N23 1.531
36 C 1.943 1.254 -6.680  C42 1.520, H87 1.094, H93 1.093, H106 1.094
37 C -7.893 4.027 3.829  C54 1.520, H62 1.093, H76 1.094, H84 1.094
38 C 6.062 -2.545 1.938  N21 1.261, C51 1.520
39 C 8.993 6.794 -2.897  N13 1.261, C40 1.520
40 C 8.201 6.203 -4.052  C39 1.520, H66 1.094, H68 1.093, H109 1.094
41 C 4.210 -5.195 -1.929  C52 1.520, H78 1.094, H88 1.094, H92 1.093
42 C 1.778 -0.014 -7.503  N11 1.261, C36 1.520
43 C 2.659 1.067 2.762  C28 1.665, C30 1.639, H71 1.170, H95 1.194
44 C 1.483 4.676 -9.584  C33 1.520, H67 1.094, H82 1.093, H105 1.094
45 C 0.860 -3.195 -10.915  C47 1.520, H61 1.093, H77 1.094, H111 1.094
46 C 0.300 -7.154 -11.343  C58 1.520, H85 1.094, H90 1.094, H104 1.093
47 C 0.405 -3.335 -12.359  N18 1.261, C45 1.520
48 C 4.698 4.839 -4.110  F3 1.511, O8 1.354, N23 1.532
49 C -5.053 0.429 5.523  C27 1.520, H98 1.093, H101 1.094, H110 1.094
50 C -6.703 0.341 12.851  N16 1.261, C57 1.520
51 C 6.506 -3.923 1.474  C38 1.520, H72 1.094, H73 1.094, H100 1.093
52 C 4.602 -5.849 -0.614  N12 1.261, C41 1.520
53 C -1.767 2.083 -5.491  C31 1.520, H80 1.094, H96 1.094, H102 1.093
54 C -6.847 3.815 4.910  N20 1.261, C37 1.520
55 C -7.002 0.528 8.823  N17 1.261, C29 1.520
56 C -1.555 -3.253 4.264  C60 1.520, H79 1.093, H89 1.094, H91 1.094
57 C -5.515 1.117 12.307  C50 1.520, H63 1.093, H86 1.094, H107 1.094
58 C 1.092 -6.563 -10.188  N19 1.261, C46 1.520
59 C 3.786 0.087 0.431  S2 1.911, C30 1.639, H64 1.194, H70 1.176
60 C -1.274 -1.909 4.914  N14 1.261, C56 1.520
61 H 0.283 -3.868 -10.275  C45 1.093
62 H -7.841 3.218 3.095  C37 1.093
63 H -5.540 1.119 11.213  C57 1.093
64 H 3.825 -1.050 0.792  C59 1.194
65 H 1.760 -0.945 3.480  C28 1.184
66 H 7.130 6.258 -3.836  C40 1.094
67 H 2.416 4.213 -9.250  C44 1.094
68 H 8.482 5.156 -4.199  C40 1.093
69 H -6.894 -3.567 15.805  C32 1.094
70 H 4.839 0.554 0.672  C59 1.176
71 H 3.715 0.836 3.209  C43 1.170
72 H 5.642 -4.589 1.405  C51 1.094
73 H 6.979 -3.850 0.491  C51 1.094
74 H 1.552 0.175 0.917  C30 1.194
75 H -8.634 -3.585 16.180  C32 1.093
76 H -7.716 4.979 3.321  C37 1.094
77 H 0.713 -2.166 -10.576  C45 1.094
78 H 3.140 -4.966 -1.927  C41 1.094
79 H -1.122 -3.279 3.259  C56 1.093
80 H -1.205 3.011 -5.628  C53 1.094
81 H 2.346 1.884 0.619  C30 1.183
82 H 1.458 4.678 -10.677  C44 1.093
83 H -8.473 0.033 10.317  C29 1.093
84 H -8.892 4.041 4.273  C37 1.094
85 H 0.508 -6.597 -12.261  C46 1.094
86 H -4.583 0.653 12.640  C57 1.094
87 H 2.946 1.290 -6.247  C36 1.094
88 H 4.772 -4.268 -2.066  C41 1.094
89 H -2.634 -3.414 4.191  C56 1.094
90 H -0.770 -7.099 -11.127  C46 1.094
91 H -1.114 -4.056 4.861  C56 1.094
92 H 4.428 -5.871 -2.760  C41 1.093
93 H 1.206 1.272 -5.872  C36 1.093
94 H 0.467 0.384 2.801  C28 1.192
95 H 2.412 2.208 3.010  C43 1.194
96 H -2.837 2.312 -5.489  C53 1.094
97 H -9.155 0.536 8.751  C29 1.094
98 H -5.537 0.224 6.481  C49 1.093
99 H -8.431 -1.081 8.929  C29 1.094
100 H 7.223 -4.343 2.185  C51 1.093
101 H -5.546 1.283 5.050  C49 1.094
102 H -1.549 1.408 -6.322  C53 1.093
103 H -8.043 -2.725 14.737  C32 1.094
104 H 0.581 -8.200 -11.490  C46 1.093
105 H 1.450 5.709 -9.225  C44 1.094
106 H 1.797 2.132 -7.315  C36 1.094
107 H -5.548 2.149 12.665  C57 1.094
108 H 1.149 0.596 4.547  C28 1.181
109 H 8.409 6.759 -4.970  C40 1.094
110 H -4.003 0.678 5.700  C49 1.094
111 H 1.921 -3.449 -10.833  C45 1.094

Atom charges from the Mulliken analysis, given in e for atoms 1 to 99: S 0.8986; S 1.0593; F -0.2693; F -0.2287; O -0.6735; O -0.6055; O -0.4210; O -0.3570; O -0.5768; O -0.6034; N -0.5380; N -0.5669; N -0.4346; N -0.5014; N -0.4683; N -0.5301; N -0.5945; N -0.4863; N -0.4453; N -0.4753; N -0.5338; N -0.4056; N 0.0792; N -0.4970; N -0.5059; N -0.4092; C 0.2349; C -0.9505; C -0.6362; C -0.5882; C 0.3703; C -0.5023; C 0.4355; C 0.3039; C 0.4244; C 0.1490; C -0.7034; C 0.4821; C 0.2574; C -0.3061; C -0.6309; C 0.0957; C -0.2802; C -0.7384; C -0.6447; C -0.7508; C 0.3294; C 0.4821; C 0.0879; C 0.4099; C -0.5652; C 0.4448; C -0.7311; C 0.4309; C 0.4698; C -0.6774; C -0.4649; C 0.3750; C -0.3615; C 0.4286; H 0.2149; H 0.2753; H 0.0625; H 0.0452; H 0.1864; H -0.0802; H 0.2599; H 0.2707; H 0.2446; H 0.3958; H 0.2951; H 0.0763; H 0.2716; H 0.2584; H 0.2449; H 0.2619; H 0.2824; H 0.2647; H 0.2540; H 0.2165; H 0.2365; H 0.3226; H 0.2067; H 0.2562; H 0.2630; H 0.2536; H 0.2215; H 0.2233; H 0.2464; H 0.2604; H 0.2717; H 0.2786; H 0.0236; H 0.2767; H 0.2655; H 0.4099; H 0.2609; H -0.0405; H 0.2687

Formula: C6H8N2
Source: the Open Molecules 2025 dataset
Level of theory: ωB97M-V/def2-TZVPD

The SMILES is C1=C[C@H]2NN=C[C@@H]2C1. The gap between HOMO and LUMO comes out at 10.03 eV. The calculation puts the energy at -342.72896 hartree.

Each atom is followed by the atoms it is bonded to, with distances in Å.
Positions of all 16 atoms, in Å:
1 N 1.559 -1.346 0.121  N2 1.479, C8 1.487, H15 1.003
2 N 2.464 -0.177 0.077  N1 1.479, C7 1.261
3 C -1.127 0.970 0.400  C4 1.535, C6 1.534, H11 1.114, H13 0.944
4 C 0.295 0.672 -0.096  C3 1.535, C7 1.544, C8 1.550, H10 1.226
5 C -1.079 -1.303 0.022  C6 1.403, C8 1.542, H9 1.109
6 C -1.966 -0.221 -0.081  C3 1.534, C5 1.403, H14 1.183
7 C 1.819 0.903 -0.001  N2 1.261, C4 1.544, H16 1.252
8 C 0.263 -0.744 0.534  N1 1.487, C4 1.550, C5 1.542, H12 1.020
9 H -1.439 -2.252 -0.424  C5 1.109
10 H 0.199 0.872 -1.302  C4 1.226
11 H -1.470 1.820 -0.234  C3 1.114
12 H 0.518 -0.606 1.512  C8 1.020
13 H -1.125 1.389 1.246  C3 0.944
14 H -3.007 -0.122 -0.635  C6 1.183
15 H 1.530 -1.709 -0.813  N1 1.003
16 H 2.567 1.852 -0.327  C7 1.252

Electronic structure analysis, Mulliken charges in units of e: N -0.3255; N -0.4992; C -0.9130; C 0.1702; C -0.5664; C -0.1386; C -0.2484; C -0.1455; H 0.3518; H 0.1548; H 0.3488; H 0.3587; H 0.5359; H 0.2967; H 0.3338; H 0.2858

Formula: C9H14ClN2
Source: the Open Molecules 2025 dataset
Level of theory: ωB97M-V/def2-TZVPD

The gap between HOMO and LUMO comes out at 7.54 eV. The calculation puts the energy at -920.72966 hartree. As for the net charge: +1.

Each atom is followed by the atoms it is bonded to, with distances in Å.
Positions of all 26 atoms, in Å:
1 Cl -1.592 0.481 2.104  C9 1.735
2 N 2.366 -2.223 0.755  C4 1.317, H15 1.019, H24 1.034
3 N -2.250 -2.799 0.832  H16 0.968, H17 1.009, H18 0.990
4 C 1.413 -1.531 1.342  N2 1.317, C11 1.539, H19 1.124
5 C -0.324 1.176 -0.288  C8 1.414, C9 1.494, C10 1.351
6 C 0.408 1.958 -2.353  C7 1.381, C10 1.362, H13 1.118
7 C 0.876 3.144 -1.822  C6 1.381, C12 1.419, H23 1.102
8 C 0.246 2.329 0.300  C5 1.414, C12 1.405, H20 1.106
9 C -0.946 0.099 0.539  Cl1 1.735, C5 1.494, C11 1.754, H26 1.087
10 C -0.240 1.007 -1.625  C5 1.351, C6 1.362, H25 1.156
11 C 0.109 -1.303 0.558  C4 1.539, C9 1.754, H14 1.089, H22 1.027
12 C 0.746 3.416 -0.436  C7 1.419, C8 1.405, H21 1.138
13 H 0.321 1.786 -3.454  C6 1.118
14 H -0.643 -1.865 1.110  C11 1.089
15 H 2.242 -2.693 -0.142  N2 1.019
16 H -2.852 -2.049 0.721  N3 0.968
17 H -2.559 -3.589 0.286  N3 1.009
18 H -2.340 -3.165 1.747  N3 0.990
19 H 1.712 -1.030 2.304  C4 1.124
20 H 0.233 2.297 1.406  C8 1.106
21 H 0.983 4.430 0.021  C12 1.138
22 H 0.262 -1.555 -0.425  C11 1.027
23 H 1.197 3.906 -2.551  C7 1.102
24 H 3.270 -2.160 1.253  N2 1.034
25 H -0.832 0.161 -2.145  C10 1.156
26 H -1.807 -0.227 -0.038  C9 1.087

Electronic structure analysis, Mulliken charges in units of e: Cl -0.1151; N -0.2683; N -0.7644; C 0.1713; C 0.1952; C -0.5987; C -0.2661; C -0.2113; C -0.0124; C -0.1715; C -0.3612; C -0.7548; H 0.2826; H 0.2647; H 0.2703; H 0.2205; H 0.2289; H 0.2327; H 0.3698; H 0.3116; H 0.3486; H 0.3260; H 0.3402; H 0.2962; H 0.2658; H 0.3997